Entry 1:
ORCA calculation (the ωB97M-V functional and the def2-TZVPD basis) on a 2-piece molecular cluster, C3H3F3N2OS overall at a distorted geometry.

## Properties
- electronic energy (eV) = -27174.38166
- ΔE to the lowest compared entry with this formula, charge and spin (eV) = 0.000
- SMILES string = FC(F)(F)c1nncs1.O
- Kohn-Sham gap (eV) = 10.6

```
! RIJCOSX wB97M-V def2-TZVPD def2/J DEFGRID3
* xyz 0 1
C -0.420 0.458 -2.278
C 0.547 0.413 -0.149
C 1.062 0.590 1.240
N 0.391 -0.521 -2.105
N 0.944 -0.544 -0.915
O -1.304 -1.327 0.840
F 2.295 1.128 1.242
F 0.292 1.415 1.961
F 1.146 -0.555 1.917
S -0.589 1.494 -0.895
H -0.962 0.631 -3.184
H -1.159 -1.768 1.681
H -2.242 -1.415 0.645
*
```

---

Entry 2:
ORCA calculation (the ωB97M-V functional and the def2-TZVPD basis) on a 2-piece molecular cluster, C6H12O3 overall at a distorted geometry.

## Properties
- electronic energy (eV) = -12557.57272
- ΔE to the lowest compared entry with this formula, charge and spin (eV) = 2.276
- SMILES string = CC(=O)C(C)=O.COC
- Kohn-Sham gap (eV) = 9.5

```
! RIJCOSX wB97M-V def2-TZVPD def2/J DEFGRID3
* xyz 0 1
C -2.375 -0.149 -0.068
C -0.857 1.720 -0.597
O -1.221 0.562 0.325
H -2.626 -0.841 0.736
H -2.182 -0.710 -0.990
H -3.217 0.536 -0.211
H -1.739 2.364 -0.636
H -0.624 1.297 -1.577
H -0.021 2.267 -0.170
C 2.287 0.283 -1.094
C 0.285 -1.543 1.638
C 0.441 -0.975 0.258
C 1.580 0.170 0.227
O 0.171 -1.562 -0.768
O 1.916 0.738 1.233
H 1.587 0.124 -1.910
H 2.793 1.242 -1.178
H 3.030 -0.514 -1.143
H 1.236 -1.949 1.978
H -0.467 -2.329 1.639
H 0.005 -0.733 2.308
*
```

---

Entry 3:
ORCA calculation (the ωB97M-V functional and the def2-TZVPD basis) on one molecule with the formula C4H5NO at a distorted geometry.

## Properties
- electronic energy (eV) = -7764.07663
- ΔE to the lowest compared entry with this formula, charge and spin (eV) = 2.450
- SMILES string = N#CC1(O)CC1
- Kohn-Sham gap (eV) = 10.8

```
! RIJCOSX wB97M-V def2-TZVPD def2/J DEFGRID3
* xyz 0 1
O 0.551 0.455 1.593
C 0.306 -0.272 0.416
C -0.491 0.413 -0.691
C -1.153 -0.554 0.223
C 1.463 -0.698 -0.338
N 2.378 -0.462 -1.015
H 1.254 1.095 1.394
H -0.447 1.491 -0.725
H -0.388 -0.050 -1.675
H -1.682 -0.232 1.103
H -1.639 -1.387 -0.282
*
```

---

Entry 4:
ORCA calculation (the ωB97M-V functional and the def2-TZVPD basis) on C2H5N5O as an isolated structure at a distorted geometry.

## Properties
- electronic energy (eV) = -11643.86397
- ΔE to the lowest compared entry with this formula, charge and spin (eV) = 8.681
- Kohn-Sham gap (eV) = 8.4

```
! RIJCOSX wB97M-V def2-TZVPD def2/J DEFGRID3
* xyz 0 1
C 0.259 1.496 0.112
C -1.521 0.527 -0.005
H 2.841 -0.123 0.572
H 2.143 -0.256 -1.237
H 1.153 2.369 -0.195
H -1.022 -1.449 1.411
H -1.584 -2.051 -0.869
N 1.878 -0.386 -0.082
N 0.645 0.248 0.405
N -0.977 1.667 -0.089
N -0.504 -0.425 -0.130
N -0.642 -1.625 0.050
O -2.668 0.009 0.055
*
```

---

Entry 5:
ORCA calculation (the ωB97M-V functional and the def2-TZVPD basis) on a 3-piece molecular cluster, C5H6O4 overall at a distorted geometry.

## Properties
- electronic energy (eV) = -13466.93827
- ΔE to the lowest compared entry with this formula, charge and spin (eV) = 5.547
- Kohn-Sham gap (alpha / beta) (eV) = 7.3 / 6.7

```
! RIJCOSX wB97M-V def2-TZVPD def2/J DEFGRID3
* xyz 0 1
C 0.366 -0.208 0.356
C -2.581 1.098 0.290
C 2.687 -0.411 -0.336
C 0.356 0.163 -0.941
C -1.823 -0.205 0.359
O 2.914 -1.758 -0.318
O 3.579 0.392 -0.272
O 0.149 0.540 -2.009
O -2.278 -1.275 0.607
H 3.879 -1.906 -0.234
H 0.605 0.559 1.079
H 0.405 -1.259 0.607
H -2.121 1.811 0.977
H -2.506 1.508 -0.719
H -3.631 0.950 0.557
*
```

---

Entry 6:
ORCA calculation (the ωB97M-V functional and the def2-TZVPD basis) on one molecule with the formula C26H28N4O2S at a distorted geometry.

## Properties
- electronic energy (eV) = -48306.63379
- ΔE to the lowest compared entry with this formula, charge and spin (eV) = 0.134
- SMILES string = CCCSc1ccc(-c2nn(-c3ccccc3)cc2/C=C(/C#N)C(=O)NCCCOC)cc1
- Kohn-Sham gap (eV) = 7.7

```
! RIJCOSX wB97M-V def2-TZVPD def2/J DEFGRID3
* xyz 0 1
C 5.136 -1.412 -3.625
C 5.967 -0.746 -4.714
C 5.142 0.134 -5.642
H 5.757 0.508 -6.460
H 4.295 -0.408 -6.057
S 4.527 1.649 -4.821
C 3.056 1.126 -3.982
C 2.130 0.259 -4.548
C 0.996 -0.092 -3.847
C 0.755 0.424 -2.573
C 1.663 1.334 -2.034
C 2.803 1.678 -2.730
H 3.510 2.379 -2.313
H 1.466 1.794 -1.077
C -0.445 0.026 -1.854
N -1.586 -0.169 -2.482
N -2.494 -0.498 -1.552
C -1.956 -0.519 -0.320
C -0.614 -0.190 -0.446
C 0.430 -0.168 0.525
C 0.361 -0.097 1.878
C 1.578 -0.077 2.589
N 2.555 -0.062 3.194
C -0.853 -0.035 2.751
O -1.900 -0.610 2.516
N -0.669 0.728 3.850
H 0.234 1.137 4.034
C -1.646 0.812 4.910
C -1.293 -0.100 6.089
C 0.020 0.319 6.764
O 0.061 1.678 7.137
C -0.698 1.995 8.277
H -0.415 1.363 9.128
H -0.478 3.034 8.511
H -1.774 1.888 8.101
H 0.856 0.189 6.070
H 0.199 -0.321 7.640
H -1.190 -1.128 5.739
H -2.111 -0.068 6.810
H -1.700 1.849 5.250
H -2.607 0.513 4.485
H 1.429 -0.193 0.099
H -2.495 -0.784 0.565
C -3.814 -0.769 -1.928
C -4.791 -1.063 -0.981
C -6.084 -1.327 -1.397
C -6.412 -1.300 -2.742
C -5.437 -1.003 -3.681
C -4.142 -0.738 -3.281
H -3.369 -0.503 -3.994
H -5.687 -0.979 -4.731
H -7.423 -1.507 -3.056
H -6.840 -1.555 -0.661
H -4.554 -1.085 0.070
H 0.275 -0.770 -4.278
H 2.284 -0.140 -5.539
H 6.450 -1.515 -5.324
H 6.752 -0.140 -4.256
H 4.332 -2.002 -4.060
H 4.697 -0.668 -2.965
H 5.761 -2.071 -3.027
*
```